(1)
Below is a 3-piece molecular cluster, C27H61BClN4O8 overall at a distorted geometry, with properties calculated with wB97M-V/def2-TZVPD.

Structure (XYZ):
```
102
Properties=species:S:1:pos:R:3:lowdin_charge:R:1
C 2.873 0.519 -1.255 -0.076
C 3.090 -0.375 -0.016 -0.209
C 2.734 -1.835 -0.242 -0.205
O 1.341 -2.116 -0.091 -0.117
C 0.611 -2.189 -1.307 -0.150
C -0.422 -1.057 -1.324 -0.187
C -1.766 -1.424 -0.677 -0.094
B -2.575 -2.737 -1.190 -0.497
N -2.377 -3.530 -2.389 0.184
O -3.635 -3.114 -0.354 0.137
N -2.724 -0.260 -0.712 0.103
C -2.923 0.292 -2.071 -0.057
C -1.580 0.797 -2.598 -0.266
C -1.752 1.657 -3.842 -0.137
C -2.316 3.032 -3.455 -0.175
C -1.346 3.832 -2.579 -0.158
C -1.810 3.779 -1.126 -0.287
O -0.851 4.319 -0.229 -0.046
C -0.529 -0.315 -2.699 -0.207
C -0.682 -1.233 -3.909 -0.138
C 0.214 -0.835 -5.065 -0.815
O 0.725 0.175 -5.196 0.115
Cl 0.460 -2.143 -6.258 0.675
H 3.029 -0.057 -2.165 0.076
H 3.558 1.361 -1.266 0.076
H 1.870 0.944 -1.208 0.049
H 2.576 0.027 0.853 0.112
H 4.156 -0.314 0.230 0.087
H 3.165 -2.219 -1.167 0.128
H 3.230 -2.376 0.564 0.116
H 1.251 -2.078 -2.183 0.131
H 0.178 -3.193 -1.329 0.127
H 0.005 -0.289 -0.676 0.141
H -1.572 -1.591 0.385 0.164
H -1.444 -3.908 -2.499 0.073
H -2.711 -3.104 -3.244 0.082
H -4.439 -2.694 -0.704 0.113
H -2.368 0.453 -0.065 0.160
H -3.621 -0.569 -0.327 0.146
H -3.441 -0.379 -2.752 0.152
H -3.534 1.183 -1.951 0.124
H -1.224 1.468 -1.813 0.116
H -0.777 1.831 -4.289 0.118
H -2.422 1.224 -4.586 0.131
H -3.292 2.939 -2.982 0.102
H -2.419 3.582 -4.385 0.118
H -1.266 4.877 -2.863 0.124
H -0.342 3.403 -2.578 0.121
H -1.988 2.741 -0.817 0.083
H -2.762 4.301 -1.044 0.126
H -0.330 3.587 0.115 0.087
H 0.431 0.183 -2.806 0.130
H -1.696 -1.218 -4.317 0.127
H -0.463 -2.275 -3.718 0.086
C -3.391 3.061 2.233 -0.071
O -3.649 1.907 1.427 -0.230
C -4.138 0.786 2.163 -0.210
C -5.589 0.505 1.825 -0.221
N -6.463 1.537 2.358 -0.040
C -7.841 1.476 1.868 -0.184
C -8.083 1.670 0.372 -0.220
O -7.807 2.976 -0.103 -0.165
C -6.457 3.236 -0.425 -0.105
H -2.866 3.785 1.612 0.079
H -4.317 3.520 2.587 0.088
H -2.756 2.809 3.086 0.098
H -3.994 0.916 3.238 0.134
H -3.540 -0.083 1.854 0.104
H -5.875 -0.461 2.251 0.132
H -5.666 0.433 0.728 0.092
H -6.082 2.444 2.124 0.072
H -8.396 2.254 2.396 0.126
H -8.276 0.519 2.172 0.122
H -9.151 1.518 0.200 0.127
H -7.569 0.920 -0.242 0.107
H -5.945 2.345 -0.805 0.072
H -5.917 3.640 0.437 0.074
H -6.442 4.001 -1.203 0.093
C 9.805 -3.257 2.767 -0.111
O 8.508 -3.825 2.830 -0.196
C 7.925 -3.796 4.128 -0.214
C 6.766 -2.820 4.182 -0.214
N 7.229 -1.439 4.104 -0.048
C 6.167 -0.459 3.895 -0.195
C 5.353 -0.542 2.606 -0.238
O 6.080 -0.232 1.427 -0.203
C 6.823 -1.311 0.880 -0.090
H 10.220 -3.490 1.787 0.089
H 9.776 -2.168 2.878 0.077
H 10.462 -3.684 3.530 0.090
H 8.667 -3.577 4.900 0.124
H 7.536 -4.800 4.320 0.122
H 6.222 -2.961 5.120 0.124
H 6.089 -3.070 3.353 0.102
H 7.891 -1.357 3.343 0.068
H 6.637 0.527 3.925 0.122
H 5.480 -0.505 4.747 0.120
H 4.570 0.220 2.671 0.117
H 4.832 -1.502 2.494 0.105
H 6.335 -2.274 1.045 0.089
H 7.838 -1.330 1.282 0.075
H 6.906 -1.143 -0.195 0.090
```

- net charge = +1
- E (eV) = -64519.6353
- gap between HOMO and LUMO (eV) = 7.3
- LUMO energy (eV) = -2.95

(2)
Below is C27H61BeClN4O7 as an isolated structure at a distorted geometry, with properties calculated with wB97M-V/def2-TZVPD.

Structure (XYZ):
```
101
Properties=species:S:1:pos:R:3:lowdin_charge:R:1
Be 0.185 -4.032 0.795 0.814
N 3.863 0.544 0.502 0.325
H 4.085 1.341 -0.095 0.158
H 2.871 0.284 0.538 0.079
H 4.137 0.679 1.486 0.116
H 4.350 -0.222 0.031 0.157
Cl 0.576 -0.695 1.405 0.614
O 1.096 -1.784 2.249 -0.435
O 0.910 0.610 1.857 -0.296
O 1.189 -1.006 0.128 -0.433
O -0.833 -0.947 1.218 -0.380
C -1.505 -3.170 -7.749 -0.014
C -1.367 -1.901 -6.900 -0.503
C -2.669 -1.729 -6.104 -0.155
C -2.716 -0.824 -4.945 -0.203
C -1.527 -0.948 -4.007 -0.128
C -0.144 -1.229 -4.688 -0.469
N -0.359 -2.101 -5.866 -0.001
O 0.899 -2.312 -6.472 0.022
C 0.603 0.091 -4.893 -0.019
C 0.645 -1.982 -3.589 -0.039
C -1.140 -0.712 -7.868 0.013
H -2.325 -3.002 -8.451 0.095
H -1.648 -4.116 -7.238 0.096
H -0.639 -3.166 -8.415 0.091
H -3.453 -1.484 -6.830 0.135
H -3.036 -2.679 -5.684 0.135
H -3.678 -0.720 -4.439 0.119
H -2.655 0.235 -5.277 0.117
H -1.723 -1.795 -3.343 0.116
H -1.434 0.018 -3.512 0.114
H 0.693 0.617 -3.946 0.094
H 1.615 -0.036 -5.282 0.088
H 0.053 0.708 -5.610 0.085
H 0.288 -3.011 -3.465 0.090
H 1.704 -2.091 -3.829 0.086
H 0.524 -1.573 -2.586 0.070
H -1.214 0.219 -7.298 0.075
H -1.943 -0.748 -8.596 0.100
H -0.118 -0.730 -8.240 0.090
H 1.272 -1.434 -6.668 0.099
C 7.330 -0.763 3.185 -0.036
C 6.650 -0.392 4.502 -0.516
C 7.511 0.725 5.179 -0.128
C 6.820 1.355 6.390 -0.156
C 5.463 1.946 6.016 -0.118
C 4.589 0.934 5.240 -0.492
N 5.402 0.335 4.199 -0.074
O 4.607 -0.264 3.170 -0.062
C 3.818 -0.032 6.165 -0.021
C 3.425 1.794 4.658 -0.045
C 6.506 -1.609 5.402 -0.021
H 7.320 0.124 2.545 0.084
H 6.750 -1.470 2.588 0.074
H 8.345 -1.115 3.345 0.096
H 8.425 0.215 5.497 0.127
H 7.767 1.429 4.388 0.121
H 7.580 2.079 6.693 0.120
H 6.726 0.617 7.185 0.111
H 5.405 2.923 5.537 0.116
H 4.977 2.170 6.973 0.124
H 3.215 0.512 6.881 0.092
H 3.195 -0.650 5.509 0.084
H 4.460 -0.745 6.681 0.065
H 3.822 2.645 4.090 0.084
H 2.760 1.394 3.881 0.058
H 2.712 2.123 5.411 0.091
H 6.320 -1.419 6.456 0.070
H 7.421 -2.201 5.391 0.097
H 5.674 -2.183 4.981 0.089
H 4.192 -1.003 3.651 0.102
C -6.178 2.111 -1.667 0.012
C -5.193 2.267 -0.523 -0.460
C -5.654 3.045 0.728 -0.122
C -6.622 2.307 1.640 -0.166
C -5.969 1.041 2.145 -0.120
C -5.520 0.121 0.965 -0.485
N -4.777 0.926 0.003 0.026
O -4.228 0.109 -0.963 0.061
C -4.572 -0.919 1.552 -0.017
C -6.804 -0.537 0.411 0.007
C -3.925 2.963 -1.018 -0.021
H -6.862 1.289 -1.465 0.074
H -5.672 1.980 -2.622 0.092
H -6.825 2.971 -1.861 0.110
H -4.836 3.424 1.343 0.130
H -6.258 3.894 0.395 0.133
H -7.496 2.052 1.034 0.116
H -6.928 2.876 2.517 0.130
H -6.696 0.410 2.649 0.128
H -5.046 1.266 2.683 0.131
H -5.071 -1.424 2.379 0.106
H -4.223 -1.676 0.849 0.088
H -3.667 -0.447 1.939 0.090
H -7.605 0.088 0.026 0.080
H -6.477 -1.207 -0.390 0.099
H -7.256 -1.149 1.192 0.105
H -3.580 2.611 -1.986 0.083
H -3.134 3.054 -0.273 0.095
H -4.216 4.014 -1.130 0.106
H -3.325 -0.102 -0.669 0.140
```

- net charge = +2
- E (eV) = -62171.5443
- gap between HOMO and LUMO (eV) = 1.5
- energy above the lowest of the compared OMol25 structures with the same formula, charge and spin (kcal/mol) = 90.2
- LUMO energy (eV) = -10.99